# 1
{"formula": "C6H31NO8", "method": "the ωB97M-V functional and the def2-TZVPD basis", "homo_ha": -0.3574, "total_charge": 0, "e_lumo_ev": 0.6, "gap_ev": 10.360, "species": ["C", "C", "N", "C", "C", "C", "C", "H", "H", "H", "H", "H", "H", "H", "H", "H", "H", "H", "H", "H", "H", "H", "O", "H", "H", "O", "H", "H", "O", "H", "H", "O", "H", "H", "O", "H", "H", "O", "H", "H", "O", "H", "H", "O", "H", "H"], "positions_angstrom": [[-1.487701, -4.551653, 1.552388], [-2.243526, -3.279515, 1.206075], [-1.317688, -2.149705, 1.041166], [-1.011285, -1.494150, 2.328436], [-0.150413, -0.245246, 2.123599], [0.623567, 0.053825, 3.405237], [-1.010909, 0.951691, 1.743406], [-0.942410, -4.437852, 2.494023], [-0.774374, -4.867530, 0.783980], [-2.153851, -5.404776, 1.668920], [-2.773757, -3.406004, 0.263616], [-2.999352, -3.055761, 1.963389], [-1.696671, -1.460053, 0.393391], [-1.921513, -1.254328, 2.894698], [-0.440908, -2.206699, 2.927245], [0.558329, -0.458362, 1.322853], [1.319921, 0.890555, 3.303192], [-0.052546, 0.302982, 4.224213], [1.222388, -0.800389, 3.726559], [-0.394319, 1.839806, 1.640148], [-1.725035, 1.188374, 2.541879], [-1.594387, 0.768230, 0.840314], [0.690186, -1.066569, -2.962331], [-0.182511, -0.608622, -2.903943], [0.658319, -1.824371, -2.343656], [1.077559, -2.779512, -0.197878], [0.237977, -2.594801, 0.331122], [1.442155, -3.638208, 0.066545], [2.821544, 1.812164, 0.432113], [3.779807, 1.833115, 0.288765], [2.567547, 0.969905, -0.040611], [1.743865, 4.193012, -0.193414], [2.158191, 3.301779, -0.040237], [1.777897, 4.625880, 0.676057], [-0.724992, 4.388461, -1.381000], [0.176602, 4.318944, -0.965213], [-0.730749, 5.270182, -1.781332], [-1.764783, 0.209846, -2.716671], [-1.507228, 1.158534, -2.839735], [-2.304925, -0.045348, -3.471790], [2.506754, -0.449374, -0.948512], [1.989719, -0.416357, -1.794641], [2.160460, -1.267755, -0.506724], [-0.949260, 2.643778, -3.339278], [-0.052478, 2.623308, -3.691643], [-0.882398, 3.277108, -2.582491]], "forces_ev_per_a": [[0.1, -0.4, 0.2], [0.3, 0.0, -0.6], [-0.1, 0.3, 0.4], [0.4, -0.1, -0.4], [-0.2, 0.0, 0.5], [0.3, 0.0, 0.1], [-0.2, 0.0, 0.2], [0.0, 0.0, -0.1], [-0.1, 0.4, 0.0], [-0.2, 0.1, 0.1], [0.0, -0.1, -0.1], [0.0, 0.0, 0.1], [-0.1, -0.2, 0.2], [0.0, 0.1, -0.1], [0.0, -0.1, 0.0], [0.1, 0.0, -0.1], [-0.2, 0.0, -0.2], [-0.1, 0.0, 0.0], [0.0, -0.1, 0.0], [0.1, 0.1, -0.4], [0.0, -0.2, 0.0], [0.1, 0.2, -0.1], [0.0, -0.3, 0.3], [0.2, -0.3, 0.2], [-0.2, 0.5, -0.4], [-0.1, -0.1, 0.2], [0.3, -0.3, -0.3], [-0.3, 0.4, 0.0], [0.4, -0.3, -0.2], [-0.3, 0.1, 0.1], [0.0, 0.3, 0.1], [0.1, 0.1, 0.5], [-0.2, 0.2, 0.0], [0.0, -0.2, -0.5], [0.6, 0.5, 0.2], [-0.4, -0.1, 0.0], [-0.1, -0.3, 0.1], [0.0, -0.2, 0.2], [-0.1, -0.2, -0.3], [0.0, 0.2, 0.1], [-0.6, -0.6, -0.1], [0.3, -0.1, 0.6], [0.3, 0.7, -0.4], [0.2, 0.2, 0.0], [-0.1, -0.1, -0.1], [-0.1, 0.0, -0.1]]}

# 2
{"formula": "C6H32N2O8", "method": "the ωB97M-V functional and the def2-TZVPD basis", "homo_ha": [-0.5005, -0.5004], "total_charge": 1, "multiplicity": 2, "e_lumo_ev": [-2.9, -8.8], "s_squared": 0.76, "gap_ev": [10.682, 4.833], "species": ["N", "C", "C", "C", "N", "C", "C", "C", "H", "H", "H", "H", "H", "H", "H", "H", "H", "H", "H", "H", "H", "H", "H", "H", "H", "H", "O", "H", "H", "O", "H", "H", "O", "H", "H", "O", "H", "H", "O", "H", "H", "O", "H", "H", "O", "H", "H", "O"], "positions_angstrom": [[-2.266069, 1.139224, 1.455039], [-2.155648, -0.009570, 0.497952], [-3.560333, -0.400475, 0.029793], [-1.048448, 0.463086, -0.639552], [0.375540, 0.257474, -0.202920], [0.709929, 2.844078, -0.433036], [1.286429, 1.402958, -0.569656], [1.942102, 1.006554, -1.843666], [-1.373224, 1.616118, 1.714765], [-2.785368, 1.882197, 1.076460], [-1.511124, -0.801466, 1.081368], [-3.912964, 0.115662, -0.892707], [-3.944933, -1.468350, -0.071676], [-4.138297, -0.098254, 0.908076], [-1.387899, 1.444142, -0.943696], [-1.161320, -0.200796, -1.483038], [0.325587, 0.348058, 0.825505], [0.147400, 2.873573, 0.548725], [-0.095426, 2.783602, -1.196463], [1.272811, 3.713906, -0.786201], [2.125876, 1.397127, 0.243079], [2.597079, 1.736889, -2.298882], [1.231729, 0.938598, -2.687742], [2.481432, 0.075487, -1.787968], [1.778143, -2.826009, -0.375791], [0.778107, -1.589377, -0.373405], [0.823296, -2.565298, -0.490738], [3.272398, -1.795210, -1.742434], [2.305862, -2.673553, -2.668588], [3.062989, -2.653809, -2.110971], [0.199980, -2.217735, -2.324064], [0.844061, -1.172500, -3.223455], [0.440361, -2.046823, -3.258141], [3.543117, -1.590544, 2.678873], [3.154028, -1.762268, 1.169871], [3.864650, -1.558372, 1.776805], [0.069274, 1.594153, 2.835463], [1.474437, 2.334999, 3.011826], [0.840129, 2.002335, 2.339499], [-1.543691, -0.060458, 3.571169], [-0.348896, -0.385453, 4.476266], [-0.785065, 0.308707, 3.993695], [-3.005304, 0.604220, -3.507318], [-2.444305, 1.586289, -2.445315], [-3.260342, 1.219360, -2.809177], [-0.460303, -2.657144, 1.628223], [0.362452, -2.895333, 2.889927], [-0.120259, -2.259984, 2.414210]], "forces_ev_per_a": [[2.9, -1.1, -2.5], [1.5, -1.1, 2.1], [-1.2, -0.5, 0.3], [0.8, -0.6, 0.7], [-2.1, 2.6, 1.4], [-2.8, -2.0, -1.2], [2.9, 0.5, 2.4], [-0.4, 0.7, -2.2], [-0.5, -1.0, 0.3], [-2.1, 1.2, -0.2], [-1.4, 1.0, -1.1], [0.5, 0.0, 0.8], [1.7, 1.0, 0.0], [-0.6, 0.3, -0.4], [0.6, 0.4, 0.0], [-1.0, -0.6, -0.1], [0.5, -0.6, -0.3], [1.3, 0.8, -1.1], [0.1, 0.7, 0.2], [0.5, -0.5, 0.8], [-1.5, -0.5, -1.3], [0.6, 0.4, 0.6], [-0.3, -0.4, 0.4], [0.1, -0.3, 0.2], [-1.3, 0.3, -0.6], [0.3, -0.4, 0.1], [0.6, 0.1, 0.7], [-0.3, 0.2, -0.5], [-1.2, 0.6, -0.7], [1.9, -0.8, 1.2], [0.3, -0.3, -0.4], [0.0, 0.0, -0.2], [-0.3, 0.2, 0.5], [-0.3, -0.1, 0.0], [-0.3, -0.1, 0.3], [0.6, 0.3, -0.2], [1.9, 0.4, 0.3], [-0.8, -0.4, -0.5], [-0.9, -0.4, 1.1], [-0.7, -0.8, -0.1], [0.2, -0.5, 0.1], [0.3, 1.4, -0.1], [0.1, 0.1, 0.0], [-0.2, 0.0, -0.6], [0.1, 0.0, 0.3], [0.1, -0.9, -0.9], [0.9, -1.5, 0.7], [-0.9, 2.3, 0.0]]}

# 3
{"formula": "C6H32N2O8", "method": "the ωB97M-V functional and the def2-TZVPD basis", "homo_ha": [-0.4439, -0.4434], "total_charge": 1, "multiplicity": 2, "e_lumo_ev": [-3.3, -8.2], "s_squared": 0.75, "gap_ev": [8.800, 3.916], "species": ["C", "N", "C", "C", "C", "C", "C", "N", "H", "H", "H", "H", "H", "H", "H", "H", "H", "H", "H", "H", "H", "H", "H", "H", "H", "H", "O", "H", "H", "O", "H", "H", "O", "H", "H", "O", "H", "H", "O", "H", "H", "O", "H", "H", "O", "H", "H", "O"], "positions_angstrom": [[-0.337205, -0.759842, 0.551266], [-1.604317, -1.517914, 0.485883], [-1.481565, -2.948945, 0.704764], [-2.595295, -0.957234, 1.446046], [0.375283, -0.943285, -0.854331], [1.892735, -0.793134, -0.655977], [2.273177, 0.625793, -0.315218], [2.524503, 1.653950, -1.341197], [0.426747, -1.115530, 1.184449], [-0.489836, 0.403070, 0.542248], [-1.474785, -3.407713, 1.598304], [-0.628781, -3.250820, 0.135970], [-2.435664, -3.234871, -0.054036], [-3.632828, -1.285750, 1.149617], [-2.322878, -1.276035, 2.467308], [-2.504097, 0.156247, 1.339288], [0.071503, -1.922667, -1.354796], [-0.155465, -0.172299, -1.575312], [2.261622, -1.480770, 0.145585], [2.444268, -1.033499, -1.632782], [1.367944, 1.054349, 0.233433], [3.182109, 0.552189, 0.299412], [1.978484, 1.515514, -2.273184], [3.484879, 1.800448, -1.404412], [1.766615, 0.051686, 2.821181], [2.148594, -1.550779, 2.440380], [1.664381, -0.869244, 2.891926], [-0.267373, 0.986307, -3.947353], [1.262235, 0.816282, -4.627318], [0.499963, 1.483668, -4.394714], [1.349168, 2.537253, 0.155396], [-0.028933, 3.035152, 0.525273], [0.953088, 2.972856, 0.903791], [2.656009, 2.844081, 1.812319], [1.834229, 2.607409, 3.055585], [2.766660, 2.297264, 2.691145], [0.473484, -0.932784, 4.471264], [-0.885862, -1.137821, 3.581814], [-0.433345, -0.575662, 4.289552], [-1.896883, 3.122674, -0.505974], [-1.262205, 2.181997, -1.651782], [-1.093371, 2.612795, -0.830463], [-3.614918, -1.829600, -2.050061], [-2.230225, -1.881955, -1.467801], [-2.688799, -1.616203, -2.202258], [-2.037143, -0.123451, -2.352370], [-1.926006, 0.604502, -3.688597], [-1.629920, 0.702316, -2.743248]], "forces_ev_per_a": [[-1.8, 2.5, -4.4], [2.2, 1.0, 6.0], [-2.4, 0.9, -8.1], [-1.2, 1.5, -1.8], [-1.2, 0.0, -2.1], [0.6, -0.6, -2.3], [-1.0, 1.1, 0.8], [-3.1, -1.5, -1.3], [0.2, -0.8, 1.8], [-0.2, -2.4, 0.9], [-0.7, -0.8, 3.6], [0.6, -0.5, -0.2], [2.2, -0.5, 2.5], [1.1, 0.2, 0.6], [-0.3, 0.0, -0.5], [-0.4, -1.1, 0.4], [0.7, 0.8, 0.9], [1.8, -1.2, 1.4], [-0.4, 0.4, -0.7], [-0.8, -0.1, 1.3], [1.7, -1.3, 0.2], [-0.6, 0.5, 0.2], [1.6, 0.5, 2.1], [1.6, 0.3, -0.9], [1.4, 1.9, -0.9], [1.2, 0.9, -0.4], [-1.6, -2.8, 0.9], [2.4, 0.8, -0.9], [-2.6, 1.7, 0.7], [0.8, -2.5, 0.3], [0.7, 0.5, -0.9], [3.2, 0.1, 1.1], [-3.9, 0.7, -0.5], [0.6, -1.6, 2.4], [2.8, -1.0, -0.8], [-3.2, 2.3, -1.2], [-1.3, 0.2, -0.8], [1.8, 1.0, 1.9], [-0.9, -1.0, -0.6], [1.4, -1.1, -1.2], [-0.7, -0.5, -1.3], [-1.2, 1.5, 2.4], [-0.1, 0.0, -0.1], [1.7, -1.3, 2.6], [-1.9, 0.7, -2.6], [0.2, 1.0, -0.6], [0.1, 0.4, 1.2], [-1.0, -0.9, -1.3]]}

# 4
{"formula": "C6H32NO11", "method": "the ωB97M-V functional and the def2-TZVPD basis", "homo_ha": -0.4430, "total_charge": 1, "e_lumo_ev": -2.5, "gap_ev": 9.583, "species": ["O", "C", "C", "C", "C", "C", "C", "N", "H", "H", "H", "H", "H", "H", "H", "H", "H", "H", "H", "H", "H", "H", "O", "H", "H", "O", "H", "H", "O", "H", "H", "O", "H", "H", "O", "H", "H", "O", "H", "H", "O", "H", "H", "O", "H", "H", "O", "H", "H", "O"], "positions_angstrom": [[3.200635, 1.982458, -2.224491], [3.421319, 1.710150, -1.038008], [2.319248, 1.281240, 0.103746], [3.042748, 0.384684, 1.183876], [2.179687, -0.121924, 2.347159], [0.810905, -0.037183, 2.455146], [-0.009400, -0.785340, 3.402859], [1.210932, 0.535085, -0.627601], [4.419057, 1.739451, -0.724449], [1.834495, 2.145557, 0.662005], [3.401473, -0.543376, 0.741973], [4.099058, 0.648253, 1.562058], [2.653412, -0.520745, 3.177155], [0.333427, 0.444756, 1.622712], [-0.861250, -0.260257, 3.812983], [-0.423846, -1.620913, 2.930031], [0.347331, -1.045756, 4.308436], [1.474631, -0.359846, -0.970172], [0.206154, 0.729477, -0.347250], [1.093301, 0.909999, -1.637387], [-2.509819, 2.270575, 0.668458], [-1.727074, 1.136205, 1.390206], [-2.451582, 1.717920, 1.514247], [-3.785583, -2.842536, -0.642316], [-2.937252, -2.324960, 0.494962], [-2.868741, -2.858960, -0.291792], [-0.250374, -3.228320, -0.824449], [0.614749, -4.034007, -1.611339], [0.659693, -3.248005, -1.246465], [0.883862, 4.496819, -0.514672], [-0.416902, 3.874390, -1.137424], [0.237621, 3.838634, -0.478983], [-1.713003, -2.212377, -1.735850], [-1.040502, -1.896796, -3.122630], [-1.751520, -1.905616, -2.541507], [-0.078900, 1.464410, -3.650467], [-1.206637, 0.565763, -3.026469], [-0.387895, 1.074740, -2.933233], [3.345455, -2.012266, -0.482569], [2.296001, -2.283284, -1.523941], [3.013090, -1.659437, -1.394600], [-2.325458, 0.656380, -0.464814], [-1.671899, -0.577310, -1.126647], [-1.463370, 0.282676, -0.822942], [-4.622495, 0.126668, 0.519714], [-3.612206, -0.415181, 1.510970], [-3.901264, -0.496547, 0.617292], [-3.470794, -1.023023, 3.712456], [-3.528344, 0.497771, 3.345321], [-3.022119, -0.332973, 3.145967]], "forces_ev_per_a": [[-0.5, -1.0, 3.3], [-2.8, 0.6, -2.3], [1.1, -0.1, -0.1], [0.5, -0.9, 0.7], [-3.1, 1.9, -1.2], [3.5, -0.1, -1.1], [-1.9, 1.9, -0.6], [-0.4, 3.5, -1.9], [1.7, 0.0, 1.0], [0.7, -0.8, -1.2], [-0.4, -0.1, -0.7], [-1.8, 1.0, -0.5], [1.3, -1.1, 1.3], [-0.6, 0.2, 0.0], [-0.5, 0.7, -0.7], [-0.6, -1.5, -0.7], [2.6, -1.3, 2.6], [0.4, -2.0, 0.8], [1.0, -1.1, 0.0], [0.3, 0.5, 1.4], [0.3, -0.9, 2.0], [1.1, -0.9, -0.1], [-1.3, 2.5, -1.6], [0.9, 0.0, 0.2], [-0.2, 0.4, 0.3], [-0.3, -0.6, -0.6], [1.6, 0.4, -0.3], [0.2, -6.4, -3.2], [-1.9, 5.8, 3.6], [1.1, 1.8, -0.6], [-0.8, 0.7, -1.5], [-0.3, -2.6, 2.1], [0.8, -3.3, 6.3], [2.3, -0.5, -0.7], [-3.3, 3.6, -5.9], [1.6, 2.5, -5.6], [0.4, 0.4, -0.3], [-1.5, -2.6, 5.3], [-0.6, 1.0, -2.5], [-0.5, -0.4, -0.4], [1.0, -0.7, 2.8], [1.3, -1.2, -0.5], [-0.6, -1.4, -0.7], [-1.3, 2.5, 1.8], [-0.2, 0.0, 0.0], [0.5, 0.3, 1.6], [-0.7, -0.3, -1.9], [0.7, 1.0, -0.8], [0.8, -0.9, -0.2], [-1.8, -0.2, 1.4]]}

# 5
{"formula": "C6H32NO9", "method": "the ωB97M-V functional and the def2-TZVPD basis", "homo_ha": [-0.5992, -0.5992], "total_charge": 2, "multiplicity": 2, "e_lumo_ev": [-6.9, -10.5], "s_squared": 0.75, "gap_ev": [9.403, 5.789], "species": ["C", "C", "C", "C", "C", "C", "N", "H", "H", "H", "H", "H", "H", "H", "H", "H", "H", "H", "H", "H", "H", "H", "H", "O", "H", "H", "O", "H", "H", "O", "H", "H", "O", "H", "H", "O", "H", "H", "O", "H", "H", "O", "H", "H", "O", "H", "H", "O"], "positions_angstrom": [[-0.113154, 0.646583, 0.097177], [-0.351134, -0.203181, -1.171259], [-1.382656, -1.322137, -0.968414], [0.630082, -4.394789, 0.253970], [0.220479, -3.186941, -0.429127], [-0.948914, -2.478875, -0.154794], [-1.288941, 0.801015, 0.987224], [0.592053, 0.099836, 0.745342], [0.395498, 1.572363, -0.194599], [-0.682459, 0.422534, -1.973515], [0.652642, -0.548064, -1.411704], [-2.334375, -0.917779, -0.645979], [-1.584970, -1.783467, -1.944510], [0.528873, -5.146943, -0.556629], [1.667692, -4.465199, 0.583957], [0.034436, -4.651935, 1.107531], [0.938286, -2.897777, -1.188274], [-1.704387, -2.816932, 0.543627], [-1.611223, -0.093064, 1.339496], [-2.085639, 1.354510, 0.571421], [-0.977303, 1.304899, 1.828209], [-1.735843, -0.390694, -4.569874], [-2.941895, -0.986770, -3.923689], [-2.177023, -0.415711, -3.706324], [-1.327362, 2.957845, -3.419670], [-0.028029, 3.793258, -3.138303], [-0.791094, 3.378867, -2.735431], [4.297723, -0.197039, -1.259078], [3.853918, -0.775260, -2.579355], [3.777477, -0.904133, -1.628060], [-1.145045, 3.717700, -0.977075], [-0.960746, 4.693987, 0.174510], [-1.091331, 3.747585, 0.017284], [3.609231, -0.801771, 0.622669], [3.917805, -0.243666, 1.967084], [3.163848, -0.423965, 1.389875], [1.302752, -1.285933, 2.697551], [0.138732, -2.351995, 2.669352], [0.333552, -1.405923, 2.620586], [-3.330119, 3.133650, 0.316562], [-4.071975, 2.053703, -0.497803], [-3.464917, 2.176919, 0.237289], [0.360828, 1.289746, 3.625949], [-0.626048, 0.172726, 3.752545], [-0.587732, 1.109373, 3.565014], [2.987668, 1.684298, 1.915235], [2.617308, 2.808366, 2.754953], [3.323431, 2.170183, 2.689055]], "forces_ev_per_a": [[1.0, -1.5, 0.2], [0.2, 0.4, 0.9], [0.9, -0.2, 0.4], [-0.2, -0.3, 0.1], [1.0, -0.3, 0.7], [-0.9, 1.0, -0.9], [0.0, 1.3, -0.9], [0.0, 0.2, -0.4], [-0.8, 0.1, 0.4], [-0.3, 0.3, -0.5], [-0.1, -0.3, -0.3], [-0.2, -0.1, 0.1], [0.0, 0.1, -0.4], [0.1, -0.3, 0.3], [0.3, 0.3, -0.5], [-0.6, -0.3, 0.2], [-0.4, 0.6, -0.3], [0.4, -0.6, 0.3], [0.0, -0.1, 0.0], [0.1, -0.2, 0.1], [-0.1, 0.0, 0.5], [0.1, 0.2, 0.2], [0.3, 0.5, 0.3], [-0.5, -0.7, -0.7], [0.3, 0.3, 0.0], [0.1, 0.1, -0.4], [-0.4, -0.4, 0.3], [0.4, 0.5, 0.1], [0.1, -0.1, 0.0], [-0.5, -0.3, -0.1], [0.2, -0.2, 0.9], [0.0, -0.2, 0.3], [-0.1, 0.4, -1.1], [-0.3, -0.2, -0.3], [-0.1, 0.1, 0.4], [0.3, -0.1, 0.0], [-0.5, -0.3, -0.2], [0.4, 0.2, 0.4], [0.1, -0.2, -0.3], [0.2, -0.1, 0.0], [-0.2, 0.0, 0.0], [-0.2, 0.1, -0.1], [-0.1, 0.2, 0.3], [-0.1, -0.6, 0.2], [0.5, 0.6, -0.1], [0.6, -0.2, 0.2], [-0.1, 0.9, 0.6], [-0.6, -0.6, -0.8]]}

| no. | E (a.u.) |
| --- | --- |
| 1 | -903.92976 |
| 2 | -958.82147 |
| 3 | -958.75121 |
| 4 | -1129.84646 |
| 5 | -979.09051 |